{"formula": "C9H9N3O2", "method": "ωB97M-V/def2-TZVPD", "homo_lumo_gap_ha": 0.3271, "lumo_ha": 0.01812, "relative_energy_kj_mol": 756.80, "largest_force_ev_per_a": 12.73, "homo_energy_ev": -8.41, "total_energy_ha": -662.88099, "smiles": "O=c1cc[nH]c(=O)[nH]1.c1ccncc1", "species": ["O", "C", "C", "C", "N", "C", "O", "N", "H", "H", "H", "H", "C", "C", "C", "N", "C", "C", "H", "H", "H", "H", "H"], "coordinates": [[0.13852, -0.26871, 1.17321], [-0.04166, -0.82040, 0.08036], [0.04307, -2.34159, -0.17896], [0.15478, -2.57675, -1.55205], [0.07453, -1.56332, -2.57842], [-0.38160, -0.28873, -2.33529], [-0.74540, 0.46152, -3.21627], [-0.09650, 0.08236, -1.01520], [0.22323, -2.99382, 0.58765], [0.49459, -3.57154, -1.94853], [0.03635, -1.73758, -3.53531], [0.02779, 1.07816, -0.81652], [-0.83746, 0.74642, 2.49579], [0.56933, 0.68523, 2.85019], [1.41583, 1.12196, 1.99592], [1.09490, 1.74892, 0.87148], [-0.15818, 1.87193, 0.55136], [-1.22209, 1.28637, 1.32162], [-1.57775, 0.52037, 3.20101], [0.80107, -0.00791, 3.73581], [2.44506, 1.17363, 2.19523], [-0.19249, 2.57945, -0.33917], [-2.16550, 1.43446, 0.94559]], "atomic_forces_ev_per_a": [[0.05, -10.67, -6.94], [1.51, -0.49, 0.32], [-0.57, 4.65, -5.60], [0.81, -0.24, 0.62], [-0.71, -1.13, 3.13], [1.44, 0.80, 0.72], [-0.03, -0.34, 0.56], [-0.95, -2.33, -0.97], [0.28, -1.57, 1.58], [-0.67, 1.10, 0.40], [-0.04, -1.20, -1.62], [-0.20, -1.02, -0.77], [0.35, 2.35, 2.37], [-4.53, -1.76, 6.44], [3.84, 3.17, -1.04], [0.56, 2.39, -0.67], [0.00, 3.02, 0.80], [1.91, 3.55, -0.31], [-0.89, -0.80, 1.02], [-0.01, 1.72, -1.14], [1.44, -0.49, 0.33], [-1.17, -0.79, 1.05], [-2.41, 0.07, -0.27]], "lowdin_charge": [-0.151, -0.284, 0.073, -0.037, 0.114, -0.498, 0.093, 0.199, 0.070, 0.128, 0.122, 0.071, -0.051, -0.079, -0.206, 0.079, -0.209, -0.037, 0.099, 0.149, 0.105, 0.157, 0.094]}

---

{"formula": "C9H9N3O2", "method": "ωB97M-V/def2-TZVPD", "homo_lumo_gap_ha": 0.3143, "lumo_ha": 0.00326, "relative_energy_kj_mol": 345.36, "largest_force_ev_per_a": 4.62, "homo_energy_ev": -8.46, "total_energy_ha": -663.03770, "smiles": "O=c1cc[nH]c(=O)[nH]1.c1ccncc1", "species": ["O", "C", "C", "C", "N", "C", "O", "N", "H", "H", "H", "H", "C", "C", "C", "N", "C", "C", "H", "H", "H", "H", "H"], "coordinates": [[-0.50627, 0.24097, -1.44717], [-1.17988, 0.82759, -0.60093], [-1.69951, 2.14162, -0.75588], [-2.37477, 2.72748, 0.25518], [-2.55491, 2.07052, 1.43834], [-2.08047, 0.80013, 1.72408], [-2.24539, 0.23873, 2.80137], [-1.45654, 0.24323, 0.64849], [-1.57627, 2.65262, -1.71699], [-2.76502, 3.72947, 0.20538], [-2.97918, 2.56869, 2.19675], [-1.13236, -0.70179, 0.73698], [2.44225, -0.41253, 0.01974], [1.18264, -0.96834, -0.54522], [1.31949, -2.00614, -1.41656], [2.47291, -2.74627, -1.42604], [3.61395, -2.33991, -0.96086], [3.61690, -1.23003, -0.09967], [2.55911, 0.44818, 0.72835], [0.20916, -0.48283, -0.42805], [0.57436, -2.63298, -1.97158], [4.43785, -2.85491, -1.24366], [4.41180, -0.77558, 0.31442]], "atomic_forces_ev_per_a": [[-3.65, 2.19, -1.16], [0.05, 0.03, -0.60], [-0.64, 1.61, -0.46], [0.69, -0.71, -0.39], [-0.09, 0.33, 0.43], [-0.66, -0.28, 1.23], [0.26, 0.79, -1.34], [0.41, -0.44, -1.07], [0.05, -0.32, 0.54], [-0.14, 0.08, -0.03], [-0.15, -0.11, 0.32], [-0.04, -0.36, 0.48], [-0.37, -3.24, 0.23], [2.99, 1.67, 2.03], [1.24, -3.32, 0.96], [-0.85, -0.17, -2.70], [-2.80, 2.52, 2.24], [-3.89, 1.41, -2.06], [-0.74, -0.76, -0.92], [2.57, -1.53, 0.62], [-0.07, 1.53, 0.71], [2.60, -1.76, -0.34], [3.23, 0.85, 1.31]], "lowdin_charge": [0.033, -0.409, 0.014, -0.055, 0.127, -0.488, 0.081, 0.217, 0.129, 0.129, 0.156, 0.159, -0.007, -0.081, -0.132, 0.025, -0.166, -0.063, 0.103, -0.003, 0.120, 0.067, 0.044]}

---

{"formula": "C9H9N3O2", "method": "ωB97M-V/def2-TZVPD", "homo_lumo_gap_ha": 0.3492, "lumo_ha": 0.00086, "relative_energy_kj_mol": 328.62, "largest_force_ev_per_a": 6.35, "homo_energy_ev": -9.48, "total_energy_ha": -663.04408, "smiles": "O=c1cc[nH]c(=O)[nH]1.c1ccncc1", "species": ["O", "C", "C", "C", "N", "C", "O", "N", "H", "H", "H", "H", "C", "C", "C", "N", "C", "C", "H", "H", "H", "H", "H"], "coordinates": [[-2.69162, 2.25883, -1.12813], [-2.74611, 1.19536, -0.39019], [-1.95383, 1.19473, 0.80305], [-1.48731, -0.00640, 1.34840], [-2.00251, -1.17627, 0.88871], [-2.86540, -1.25196, -0.07644], [-3.30835, -2.26290, -0.56559], [-3.29526, -0.01642, -0.73082], [-1.45181, 2.09053, 1.08554], [-0.51251, -0.16876, 1.94120], [-1.61661, -2.04999, 1.15155], [-3.63674, -0.06840, -1.77143], [2.88583, 1.10068, 0.01799], [1.56823, 0.93607, -0.17789], [1.06338, -0.36026, -0.52585], [1.92704, -1.27124, -0.83034], [3.27089, -1.17500, -0.58469], [3.81550, 0.00478, -0.01495], [3.53382, 1.91400, 0.44303], [0.97736, 1.76944, 0.12151], [-0.02962, -0.63936, -0.89140], [3.80886, -2.05344, -0.82424], [4.74678, 0.03599, 0.71096]], "atomic_forces_ev_per_a": [[-1.09, -4.06, 2.13], [0.95, 3.79, -2.57], [1.85, -2.75, 2.29], [1.09, 2.49, -0.58], [1.39, 0.29, 1.97], [-3.78, 0.71, -5.06], [0.24, -0.80, 0.49], [0.26, 0.07, -1.37], [0.00, 0.53, 0.08], [-2.03, 0.78, -0.56], [0.30, -0.75, 0.40], [0.72, -0.32, 2.91], [4.82, -0.97, 1.82], [-1.67, -0.37, 0.26], [-0.96, 1.53, -1.65], [1.67, -1.94, -0.35], [-1.12, 2.08, 1.08], [-0.93, -1.40, 0.71], [-2.07, 0.32, -0.52], [-0.94, 0.40, -0.37], [2.18, 1.05, 1.34], [0.66, -0.69, -0.03], [-1.54, 0.00, -2.42]], "lowdin_charge": [-0.015, -0.454, -0.008, -0.064, 0.111, -0.527, 0.084, 0.190, 0.101, 0.160, 0.164, 0.219, -0.112, -0.084, -0.172, 0.022, -0.123, -0.063, 0.119, 0.086, 0.144, 0.081, 0.140]}

---

{"formula": "C9H9N3OS", "method": "ωB97M-V/def2-TZVPD", "homo_lumo_gap_ha": [0.2985, 0.2694], "lumo_ha": [-0.00813, -0.03358], "relative_energy_kj_mol": 467.49, "largest_force_ev_per_a": 3.29, "homo_energy_ev": [-8.34, -8.24], "total_energy_ha": -985.85258, "species": ["C", "C", "C", "C", "C", "C", "C", "C", "C", "N", "N", "N", "O", "S", "H", "H", "H", "H", "H", "H", "H", "H", "H"], "coordinates": [[-3.33515, 1.19460, 0.05945], [3.99714, -0.27162, -0.92128], [3.25576, -0.40297, 0.15872], [3.05310, 0.81254, -0.65354], [-0.94272, 0.54981, 0.26980], [-2.78784, -1.25328, 0.16749], [-2.55053, -0.82009, -1.23236], [-2.35904, 0.17304, -0.09828], [2.79266, -1.09029, 1.34750], [-4.12332, 2.01563, 0.19268], [2.59248, 1.87314, -0.99659], [-0.65146, 1.85589, 0.03685], [-0.15506, -0.26252, 0.70093], [0.74259, 2.65047, 0.51833], [4.73259, -0.59040, -1.61880], [-3.80150, -1.41388, 0.50231], [-2.05187, -1.88360, 0.64289], [-1.65316, -1.15514, -1.73137], [-3.39590, -0.66565, -1.88541], [3.05768, -0.50501, 2.22731], [3.23233, -2.08447, 1.41963], [1.70525, -1.14904, 1.31744], [-1.35402, 2.42282, -0.42370]], "atomic_forces_ev_per_a": [[-0.36, 0.16, -0.02], [-0.78, 0.56, 0.53], [0.16, 0.99, -1.11], [1.18, -2.89, 1.05], [-0.03, -0.27, -0.01], [-0.04, -0.16, 0.00], [0.01, -0.22, -0.12], [0.39, -0.52, 0.11], [-0.15, -0.47, 0.46], [-0.26, 0.33, 0.02], [-1.69, 2.53, -0.42], [0.18, 0.67, -0.07], [-0.08, -0.04, -0.06], [0.74, -0.54, -0.34], [0.42, -0.35, -0.22], [-0.07, 0.13, -0.05], [0.14, 0.11, -0.01], [0.10, 0.02, 0.08], [-0.07, 0.08, 0.04], [0.02, 0.01, 0.06], [0.00, 0.01, 0.06], [0.06, -0.02, 0.03], [0.09, -0.14, 0.03]], "lowdin_charge": [-0.185, 0.127, -0.146, -0.420, -0.502, -0.048, -0.038, -0.335, -0.026, 0.182, 0.064, -0.373, 0.057, 0.756, 0.099, 0.118, 0.111, 0.118, 0.116, 0.100, 0.088, 0.061, 0.079]}

---

{"formula": "C9H9NO", "method": "ωB97M-V/def2-TZVPD", "homo_lumo_gap_ha": [0.3167, 0.3167], "lumo_ha": [0.00770, 0.00769], "relative_energy_kj_mol": 451.25, "largest_force_ev_per_a": 6.29, "homo_energy_ev": [-8.41, -8.41], "total_energy_ha": -478.20088, "smiles": "C[C@H]1ON=Cc2ccccc21", "species": ["C", "C", "O", "N", "C", "C", "C", "C", "C", "C", "C", "H", "H", "H", "H", "H", "H", "H", "H", "H"], "coordinates": [[1.21298, -0.66974, 2.19159], [1.28887, -0.76369, 0.62841], [0.85841, -2.40945, 0.16802], [-0.38041, -2.70833, -0.01894], [-1.23282, -1.81207, -0.37135], [-0.85621, -0.45750, -0.59319], [-1.78078, 0.54360, -1.04043], [-1.45249, 1.89237, -1.34296], [-0.08147, 2.24713, -1.25810], [0.78800, 1.34059, -0.64755], [0.43924, 0.05686, -0.27193], [1.72615, -1.64735, 2.57993], [0.19851, -0.45567, 2.38809], [1.79989, 0.21621, 2.31578], [2.44965, -0.92693, 0.49316], [-2.21631, -1.99532, -0.53287], [-2.75615, 0.07459, -1.16013], [-2.11224, 2.57767, -1.60936], [0.20430, 3.32700, -1.48336], [1.90289, 1.57002, -0.43481]], "atomic_forces_ev_per_a": [[0.87, -1.85, -2.75], [2.17, -3.99, -0.13], [2.44, 2.94, 1.45], [-2.35, -0.85, -0.70], [3.04, 0.84, 0.90], [1.00, 3.91, 0.14], [0.49, -1.00, -0.22], [4.18, -4.46, 1.48], [-0.89, 0.99, 0.61], [2.57, 0.54, 0.09], [-0.92, -0.58, 0.21], [-1.31, 2.07, -0.33], [-1.09, -0.24, 1.19], [0.52, 0.50, 0.88], [-2.40, 0.70, -0.80], [-2.72, -1.48, -0.32], [-0.33, 0.87, -0.20], [-3.10, 2.72, -1.28], [-0.15, -1.77, 0.24], [-2.03, 0.13, -0.46]], "lowdin_charge": [-0.031, -0.135, -0.117, -0.014, -0.106, -0.150, -0.003, -0.051, -0.073, -0.061, -0.179, 0.130, 0.059, 0.065, 0.166, 0.080, 0.104, 0.047, 0.125, 0.143]}